1.
{"formula": "C17H24BN2S2", "method": "wB97M-V/def2-TZVPD", "symbols": ["C", "H", "B", "H", "H", "S", "C", "H", "H", "H", "C", "H", "H", "N", "H", "C", "C", "H", "C", "H", "C", "H", "C", "H", "H", "N", "C", "C", "C", "C", "S", "H", "H", "H", "C", "H", "C", "H", "H", "C", "H", "H", "C", "C", "H", "H"], "coordinates": [[4.165, -2.873, 2.714], [2.199, 1.127, -1.862], [-1.240, 0.876, 2.096], [-3.555, 2.336, -1.523], [-0.151, 1.756, -0.959], [-0.707, 0.176, -4.037], [4.637, -0.939, 4.089], [-0.180, -1.019, 0.696], [0.362, -0.615, -2.052], [-2.080, 0.062, 1.928], [2.086, 0.146, 3.568], [-6.046, 2.002, -1.577], [-6.990, 0.024, -2.795], [3.720, -1.571, 3.166], [2.591, 0.541, 4.447], [-5.060, -0.773, -3.325], [2.560, -0.964, 2.809], [1.970, -2.294, 1.128], [1.717, -1.431, 1.749], [3.325, -3.486, 2.380], [-3.182, 0.577, -2.693], [5.648, -0.939, 3.658], [1.355, 1.282, -2.553], [0.584, 1.672, 3.767], [4.647, -1.455, 5.061], [0.095, 0.277, 2.274], [-5.912, 0.171, -2.733], [-5.381, 1.276, -2.049], [0.526, -0.777, 1.497], [-3.680, -0.574, -3.284], [-1.124, 2.505, -2.941], [0.728, 3.177, -1.659], [-2.977, -1.271, -3.748], [4.367, 0.103, 4.265], [0.708, -0.056, -2.933], [4.653, -3.377, 3.563], [0.311, 2.186, -1.877], [4.889, -2.780, 1.891], [-5.442, -1.645, -3.864], [-3.999, 1.468, -2.022], [-1.285, 0.402, -1.795], [-1.200, 2.049, 1.995], [0.912, 0.775, 3.240], [-1.696, 0.828, -2.700], [1.784, 1.754, -3.466], [1.350, -0.706, -3.535]], "nbo_charge": [-0.418, 0.205, 0.621, 0.223, 0.184, 0.247, -0.418, 0.243, 0.185, -0.053, -0.295, 0.221, 0.223, -0.336, 0.251, -0.197, 0.293, 0.258, -0.287, 0.220, -0.070, 0.229, -0.440, 0.245, 0.221, -0.613, -0.208, -0.200, 0.109, -0.209, 0.248, 0.237, 0.229, 0.217, -0.528, 0.232, -0.525, 0.222, 0.223, -0.213, 0.205, -0.052, 0.107, -0.509, 0.234, 0.239], "charge": 1, "homo_lumo_gap_ev": 4.9, "homo_energy_ev": -9.3}

2.
{"formula": "C17H24BaN7S3", "method": "wB97M-V/def2-TZVPD", "symbols": ["N", "C", "C", "H", "N", "H", "H", "H", "C", "C", "C", "H", "H", "C", "C", "H", "H", "S", "Ba", "N", "C", "H", "N", "H", "C", "N", "H", "H", "H", "H", "S", "H", "H", "H", "H", "C", "H", "C", "C", "H", "H", "N", "H", "N", "S", "C", "C", "C", "H", "H", "C", "C"], "coordinates": [[-2.518, -1.549, 0.401], [3.279, -1.305, -0.599], [-2.789, 2.815, -0.709], [-1.058, -0.709, -6.171], [-2.156, 4.018, -0.715], [-2.532, 4.750, -1.293], [0.975, -1.231, 4.050], [-1.342, 0.542, 3.386], [-0.342, 0.964, 3.280], [-0.401, 0.135, -6.375], [1.839, 0.648, 2.316], [-0.063, 0.088, -7.407], [-1.656, -3.969, 0.302], [-4.092, 0.823, -1.207], [0.530, -1.255, 3.047], [-0.430, 1.944, 2.806], [3.038, -1.641, -1.607], [-3.925, 2.371, -1.946], [-0.237, 0.070, -0.263], [0.481, 0.082, 2.454], [2.745, -0.184, 1.429], [1.726, 1.654, 1.893], [1.902, 0.052, -3.540], [-2.248, -4.428, 1.839], [-3.319, 0.753, -0.102], [-2.551, 1.880, 0.171], [-0.964, 1.054, -6.224], [1.966, 0.050, -2.534], [1.127, -1.918, 2.422], [-1.763, 4.316, 0.163], [-0.768, 0.118, -3.368], [4.231, -0.319, 2.983], [2.771, 0.035, -4.049], [0.090, 1.102, 4.280], [-4.475, 0.216, 2.493], [-3.860, -0.516, 1.997], [-4.757, 0.079, -1.611], [0.718, 0.078, -4.182], [2.360, -0.526, 0.119], [5.183, -2.305, -0.680], [-0.485, -1.649, 3.130], [-1.989, -3.689, 1.210], [5.804, -1.656, 1.629], [0.772, 0.095, -5.515], [-3.581, -2.071, 2.689], [4.855, -1.345, 1.212], [-2.619, -2.493, 1.300], [-3.247, -0.430, 0.800], [1.673, 0.087, -5.963], [2.298, 0.772, 3.307], [3.967, -0.592, 1.966], [4.508, -1.706, -0.079]], "lowdin_charge": [-0.035, -0.193, -0.707, 0.077, 0.104, 0.100, 0.104, 0.076, -0.100, -0.099, -0.215, 0.091, 0.113, -0.334, -0.081, 0.081, 0.062, 1.070, 1.693, -0.411, -0.332, 0.117, 0.112, 0.103, -0.444, -0.014, 0.081, 0.033, 0.089, 0.109, 0.502, 0.107, 0.118, 0.098, 0.091, -0.338, 0.092, -0.870, -0.328, 0.098, 0.064, 0.113, 0.102, -0.053, 1.074, -0.092, -0.706, -0.418, 0.143, 0.123, -0.060, -0.106], "charge": 1, "de_lowest_kcal_mol": 12.1, "homo_lumo_gap_ev": 7.7, "homo_energy_ev": -9.8}

3.
{"formula": "C17H24Cl2O2Pd", "method": "wB97M-V/def2-TZVPD", "symbols": ["C", "C", "C", "H", "H", "C", "H", "C", "C", "C", "H", "H", "H", "H", "C", "O", "O", "H", "H", "C", "H", "Pd", "H", "Cl", "H", "H", "C", "H", "H", "H", "H", "H", "H", "H", "H", "C", "C", "H", "H", "C", "C", "C", "C", "H", "Cl", "C"], "coordinates": [[0.915, 0.721, 4.270], [1.846, -1.970, -2.378], [0.669, -1.105, -2.662], [-1.929, -2.738, -1.068], [-3.396, 0.677, -2.031], [1.019, 0.773, 5.654], [1.493, -1.106, 0.247], [-1.501, -0.290, -2.393], [-0.964, -0.862, 4.433], [-0.155, -0.042, 3.640], [1.887, 1.303, 6.104], [0.066, -0.971, 1.837], [-2.001, 2.386, -2.381], [1.579, -2.723, -1.632], [1.882, 1.179, -2.985], [2.891, 4.172, -0.765], [1.364, -0.126, 0.314], [-1.574, -1.607, 3.957], [2.694, -1.396, -1.991], [-0.224, 0.007, 2.210], [0.192, 0.023, 7.510], [-0.009, 0.041, -1.130], [1.655, 1.162, 3.605], [-0.127, 2.677, -0.294], [-3.408, -0.514, -3.323], [-1.590, -3.331, -2.711], [-0.672, -1.462, -2.277], [2.278, 1.305, -3.994], [-3.367, -1.035, -1.650], [-0.335, -3.414, -1.465], [-0.459, 2.921, -2.894], [2.172, -2.498, -3.278], [2.686, 0.750, -2.382], [1.693, 2.184, -2.579], [3.731, 4.110, -0.261], [-2.990, -0.286, -2.338], [-1.215, 2.171, -3.095], [-1.626, 2.320, -4.098], [0.223, 0.929, 1.851], [0.071, 0.040, 6.411], [-0.677, 0.794, -2.841], [-0.892, -0.812, 5.835], [-1.158, -2.807, -1.844], [-1.468, -1.514, 6.450], [-1.947, -0.354, 1.378], [0.678, 0.316, -2.966]], "nbo_charge": [-0.231, -0.628, -0.120, 0.234, 0.224, -0.272, 0.410, -0.066, -0.275, -0.172, 0.177, 0.184, 0.238, 0.208, -0.644, -0.434, -1.127, 0.188, 0.229, -0.304, 0.164, 0.978, 0.200, -0.815, 0.183, 0.188, -0.116, 0.179, 0.218, 0.205, 0.249, 0.187, 0.223, 0.263, 0.392, -0.642, -0.639, 0.176, 0.258, -0.387, -0.088, -0.268, -0.648, 0.178, -0.371, -0.086], "charge": -2, "de_lowest_kcal_mol": 43.3, "homo_lumo_gap_ev": [2.3, 4.8], "homo_energy_ev": [2.9, -1.6], "multiplicity": 5}

4.
{"formula": "C17H24ClN5O2", "method": "wB97M-V/def2-TZVPD", "symbols": ["H", "C", "H", "C", "N", "H", "C", "C", "C", "H", "C", "H", "C", "H", "C", "H", "O", "H", "O", "H", "N", "H", "H", "H", "H", "H", "C", "H", "C", "C", "H", "H", "C", "Cl", "H", "H", "N", "H", "C", "H", "H", "H", "C", "H", "C", "N", "N", "C", "C"], "coordinates": [[-3.227, -0.744, 2.059], [1.085, 2.814, -2.209], [-2.506, -1.386, -0.210], [-0.805, 2.032, 1.600], [1.785, -0.601, -0.146], [-1.093, -0.612, -2.623], [-0.103, -1.735, 0.963], [-2.549, 0.100, 1.410], [-0.553, -2.558, 1.849], [0.313, 3.060, -3.944], [-1.266, 2.891, -2.489], [0.229, 1.727, 1.904], [0.483, -0.249, -0.633], [1.607, 0.959, -3.147], [1.238, -1.571, 0.733], [0.479, -5.101, 3.610], [-1.888, -2.785, 2.260], [-1.097, -4.113, 3.754], [2.545, -3.619, 3.194], [-2.620, 1.315, -2.229], [-0.596, -0.938, -0.151], [4.037, -0.946, 1.559], [-1.872, 1.605, -4.083], [-2.160, 3.595, -2.760], [-0.930, 1.877, 0.487], [2.153, 3.323, -2.553], [1.439, 1.379, -2.080], [4.346, -2.677, 1.803], [0.066, 3.371, -3.109], [1.887, -3.169, 2.298], [2.016, 1.331, -1.245], [0.885, 3.355, -1.147], [-1.907, 1.111, 2.003], [-2.363, 1.436, 3.596], [3.730, -2.081, 0.161], [0.402, -3.946, 4.593], [0.329, -3.313, 2.693], [-1.400, 2.974, -1.448], [-2.045, -0.440, 0.026], [-0.186, 0.299, -3.693], [-2.155, 0.296, -0.552], [-0.954, 3.032, 1.754], [-1.947, 1.533, -2.954], [-0.108, 4.410, -3.185], [3.765, -1.954, 1.357], [2.181, -2.260, 1.435], [0.260, 0.780, -1.493], [-1.014, 0.284, -2.759], [0.084, -4.091, 3.745]], "nbo_charge": [0.302, -0.353, 0.242, -0.648, -0.553, 0.152, -0.140, -0.247, 0.588, 0.190, -0.374, 0.240, 0.589, 0.192, 0.417, 0.193, -0.756, 0.256, -0.616, 0.228, -0.365, 0.221, 0.250, 0.206, 0.213, 0.194, -0.254, 0.232, -0.428, 0.797, 0.250, 0.202, -0.039, 0.009, 0.223, 0.188, -0.411, 0.212, -0.221, 0.168, 0.180, 0.228, -0.461, 0.226, -0.380, -0.419, -0.458, -0.064, -0.401], "de_lowest_kcal_mol": 317.1, "homo_lumo_gap_ev": 8.4, "homo_energy_ev": -8.1}

5.
{"formula": "C17H24F6NO5S2", "method": "wB97M-V/def2-TZVPD", "symbols": ["O", "C", "H", "O", "H", "H", "C", "H", "C", "C", "H", "S", "H", "C", "F", "C", "C", "H", "H", "C", "C", "C", "H", "O", "H", "C", "H", "C", "C", "C", "H", "H", "C", "H", "F", "H", "F", "C", "H", "H", "F", "N", "O", "H", "F", "H", "O", "H", "H", "H", "C", "H", "S", "H", "F"], "coordinates": [[-4.594, -5.720, -0.370], [4.489, 1.434, -1.724], [1.498, 2.904, -2.802], [3.378, 7.414, 1.098], [3.992, 1.797, -0.722], [-0.283, 1.094, 4.055], [0.301, 0.139, -0.922], [0.717, 1.240, -3.256], [-2.893, -1.908, -0.189], [3.495, 6.400, 0.225], [-6.168, -7.006, -0.601], [3.175, 0.967, -2.978], [4.829, -0.569, -0.671], [3.217, 4.106, 1.024], [-4.932, -0.510, -0.658], [-5.910, -5.971, -0.841], [0.664, -0.979, 3.995], [3.833, 3.104, 1.139], [-4.379, -4.796, -0.580], [1.344, 2.409, 0.073], [5.494, 0.184, -1.306], [1.509, 1.756, -2.544], [0.232, -1.635, 4.862], [-1.162, -2.747, 1.971], [1.095, 2.750, 2.471], [-5.977, -5.741, -2.336], [-5.699, -4.711, -2.583], [2.129, 3.844, -0.185], [-3.534, -0.401, -0.096], [-0.419, 0.119, 3.382], [0.118, -0.554, -1.870], [3.088, 6.588, -0.865], [0.838, 1.974, 1.605], [-6.604, -5.311, -0.311], [-3.846, -2.909, 0.348], [1.527, -0.317, 4.486], [-2.696, -2.186, -1.660], [-0.253, -0.395, 0.551], [6.295, 0.623, -0.575], [-5.271, -6.395, -2.858], [-1.836, -0.286, 3.530], [1.060, 1.457, -1.109], [4.172, 5.180, 0.697], [1.295, 4.696, -0.240], [-3.727, 0.093, 1.311], [2.723, 3.881, -1.196], [-0.361, -2.994, -0.377], [-6.984, -5.934, -2.716], [5.157, 2.337, -2.125], [1.213, -1.607, 3.148], [0.028, 0.546, 1.864], [6.022, -0.325, -2.220], [-1.155, -2.036, 0.595], [2.605, 4.298, 2.023], [-2.848, 0.610, -0.968]], "nbo_charge": [-0.717, -0.550, 0.261, -0.483, 0.204, 0.216, 0.173, 0.274, 0.438, 0.565, 0.183, 0.226, 0.222, -0.066, -0.306, -0.062, -0.657, 0.221, 0.454, 0.342, -0.626, -0.374, 0.284, -0.767, 0.290, -0.632, 0.190, -0.528, 0.922, 0.156, 0.307, 0.188, -0.245, 0.154, -0.272, 0.230, -0.300, -0.343, 0.238, 0.215, -0.345, -0.395, -0.530, 0.278, -0.297, 0.265, -0.817, 0.216, 0.241, 0.242, 0.137, 0.246, 1.854, 0.202, -0.320], "charge": 1, "homo_lumo_gap_ev": 5.8, "homo_energy_ev": -11.6}

Calculated DFT total energy in order - -43337.830, -61645.318, -50630.336, -42074.296, -67696.100 eV
Calculated strongest force on any atom in order - 0.057, 0.008, 0.202, 0.296, 0.185 hartree/bohr